A 10-piece molecular cluster, C40H100O17 overall. Source: the OMol25 dataset; level of theory: ωB97M-V with the def2-TZVPD basis set.

```
! RIJCOSX wB97M-V def2-TZVPD def2/J DEFGRID3
* xyz 0 1
C 18.92903 12.28808 16.11923
O 18.33531 12.20115 14.80107
C 17.34084 13.17221 14.66866
C 16.83854 13.20510 13.16282
O 16.32754 11.94251 12.70682
C 17.25701 11.27410 11.83100
H 18.21537 12.14282 16.93694
H 19.30959 13.27697 16.25230
H 19.71327 11.54185 16.13405
H 17.69113 14.12737 14.99932
H 16.47108 12.90692 15.31146
H 17.73314 13.46850 12.63217
H 16.02016 13.89050 12.95022
H 18.16076 11.00691 12.41562
H 17.53505 11.78548 10.90949
H 16.77289 10.31542 11.58724
C 16.55038 20.28140 17.84791
O 17.29649 19.34559 17.12923
C 16.86929 17.94298 17.41677
C 17.73598 17.04875 16.53046
O 17.53021 17.11070 15.11069
C 16.27606 16.73091 14.61625
H 16.63221 20.16102 18.95126
H 15.47021 20.25777 17.52937
H 16.93982 21.29607 17.63339
H 15.77547 17.77243 17.31202
H 17.14632 17.62061 18.45080
H 17.68743 16.00831 16.85033
H 18.75080 17.40779 16.70618
H 16.00199 15.72525 14.99192
H 16.29600 16.77967 13.53108
H 15.51415 17.41048 15.02981
C 13.19513 11.47890 13.88418
O 12.31015 10.40636 14.08154
C 11.90969 9.76831 12.86519
C 10.76124 8.83666 13.16317
O 9.56108 9.54586 13.31326
C 8.46749 8.66666 13.49147
H 12.86631 12.20432 13.11650
H 14.16305 11.10196 13.54664
H 13.29281 11.97619 14.83267
H 12.75540 9.20282 12.47272
H 11.56252 10.52813 12.14170
H 10.95653 8.31247 14.10782
H 10.65292 8.06516 12.38565
H 8.43106 7.93253 12.68536
H 7.49974 9.18216 13.55399
H 8.65363 8.12380 14.42854
C 9.81216 15.74303 7.59542
O 10.66945 16.74862 8.11310
C 11.58177 16.24669 9.08412
C 12.32032 17.38134 9.75930
O 11.55308 18.17266 10.68244
C 10.89126 19.23512 10.03754
H 9.12324 16.36416 6.98218
H 9.24771 15.15460 8.36268
H 10.33298 15.05351 6.93423
H 12.31184 15.66519 8.51943
H 11.07540 15.64412 9.83757
H 12.73129 18.04693 8.97668
H 13.18094 16.96431 10.25034
H 10.18799 18.88689 9.28137
H 11.58846 19.92540 9.47329
H 10.40032 19.79760 10.81233
C 13.86040 23.18780 15.28766
O 12.70995 22.95428 16.02255
C 11.56596 23.71048 15.73326
C 10.45114 23.17134 16.61759
O 9.30419 23.70141 16.04922
C 8.15673 23.39690 16.70691
H 13.78058 22.94935 14.21811
H 14.70629 22.65169 15.68466
H 14.11294 24.28300 15.32906
H 11.18326 23.55244 14.71221
H 11.74974 24.78540 15.73748
H 10.59144 23.35169 17.69481
H 10.45866 22.07984 16.44862
H 7.89138 22.29148 16.66198
H 7.35757 23.92256 16.14126
H 8.17606 23.76081 17.75654
C 15.48013 14.13397 18.35647
O 15.14779 15.37256 17.58593
C 14.05549 15.13094 16.69288
C 12.81465 14.64610 17.41114
O 12.40069 15.56694 18.42772
C 11.72952 16.72908 17.85445
H 16.53355 14.25095 18.65257
H 15.37793 13.22007 17.78358
H 14.83294 14.08908 19.25741
H 14.39025 14.40921 15.93508
H 13.87672 16.03685 16.13184
H 12.99116 13.66299 17.87758
H 11.99713 14.58949 16.68247
H 10.72832 16.41042 17.54775
H 12.29004 17.17940 17.06278
H 11.62772 17.47977 18.64646
C 13.35998 19.71917 15.07167
O 12.69364 18.48191 15.02972
C 12.48516 18.09825 13.61724
C 11.86964 16.65349 13.51380
O 12.64379 15.58933 13.93248
C 13.73050 15.36152 13.07564
H 13.57174 19.85247 16.13522
H 12.73325 20.55317 14.74130
H 14.28524 19.54666 14.52208
H 13.45565 18.15327 13.10760
H 11.73978 18.69023 13.07592
H 11.42064 16.51506 12.52566
H 10.98348 16.72690 14.18352
H 14.32173 14.54030 13.54595
H 14.36952 16.25046 12.96972
H 13.43624 15.09473 12.06065
C 18.10230 20.34595 8.11751
C 17.70353 20.52625 9.61911
O 16.33753 20.34149 9.71262
C 15.92775 20.19973 11.05349
C 14.42472 20.07547 11.05928
H 17.54947 21.02840 7.47002
H 19.13266 20.55664 7.94541
H 17.92630 19.32306 7.86732
H 18.27105 19.87796 10.30425
H 17.92435 21.55409 9.86632
H 16.45212 19.39489 11.55872
H 16.25254 21.07119 11.63101
H 14.10742 19.12319 10.63383
H 13.99759 20.88490 10.43783
H 13.96728 20.18811 12.05103
C 9.14105 21.26151 13.40097
C 9.49639 19.94461 14.06989
O 8.59941 19.80012 15.13145
C 8.75517 18.54414 15.82716
C 7.82412 18.48452 17.00815
H 9.19065 22.10792 14.05948
H 9.77583 21.32033 12.53522
H 8.10692 21.22836 13.07232
H 9.40465 19.09535 13.36998
H 10.50767 19.98543 14.51895
H 8.53681 17.74260 15.09590
H 9.78655 18.34210 16.06633
H 6.78652 18.55213 16.64061
H 7.95766 19.37192 17.64795
H 7.97384 17.61033 17.58986
C 15.80924 16.31497 9.91016
C 15.49126 14.86860 9.90730
O 14.15517 14.57116 10.04010
C 13.94916 13.19208 10.06497
C 12.44966 13.04488 10.26281
H 15.25769 16.86206 9.16549
H 15.52886 16.74937 10.87983
H 16.89222 16.46252 9.74108
H 15.87830 14.41667 8.97692
H 16.05257 14.36346 10.70844
H 14.25655 12.70844 9.11807
H 14.49785 12.77780 10.96695
H 12.15539 13.59404 11.18841
H 12.19378 11.98192 10.39794
H 11.90495 13.47043 9.40203
*
```

Properties
Structure (SMILES) = COCCOC.COCCOC.COCCOC.COCCOC.COCCOC.COCCOC.COCCOC.CCOCC.CCOCC.CCOCC
E_HOMO = -9.4 eV
Orbital gap = 10.03 eV